(1)
Below is the ion C7H12BrN2S with charge +1 at a distorted geometry, with properties calculated with wB97M-V/def2-TZVPD.

Structure (XYZ):
```
23
C7H12BrN2S (wB97M-V/def2-TZVPD)
C 2.449 3.173 -0.227
N 1.737 1.895 -0.281
C 1.344 1.313 0.825
N 0.577 0.241 0.963
C -0.091 -0.493 -0.055
S -1.380 0.556 -0.885
C -2.656 -0.373 0.054
Br -4.389 0.535 0.071
C -2.207 -1.456 0.660
C -0.838 -1.790 0.291
C -0.875 -2.788 -0.875
H 1.745 3.965 -0.474
H 3.105 3.252 -1.005
H 2.990 3.318 0.654
H 1.640 1.529 -1.254
H 1.590 1.691 1.777
H 0.391 0.007 1.969
H 0.641 -0.586 -0.874
H -2.810 -2.253 1.085
H -0.337 -2.244 1.194
H -1.352 -2.538 -1.759
H -1.394 -3.755 -0.686
H 0.118 -3.199 -1.168
```

Charge ... +1
Energy relative to the best compared isomer or geometry (same formula, charge and spin) ... 0.0 kcal/mol
Frontier orbital gap ... 8.674 eV
Structure (SMILES) ... C/[NH+]=C/N[C@@H]1SC(Br)=C[C@H]1C



(2)
Below is an isolated molecule of C7H12BrN3Si at a distorted geometry, with properties calculated with wB97M-V/def2-TZVPD.

Structure (XYZ):
```
24
C7H12BrN3Si (wB97M-V/def2-TZVPD)
C -0.673 1.743 1.071
Si -0.682 0.083 0.012
C -2.121 -0.809 0.803
C -0.892 0.437 -1.813
C 1.124 -0.634 0.149
C 2.135 -1.349 -0.260
N 2.888 -2.127 -1.039
N 2.565 -0.532 0.977
C 3.364 0.600 0.604
Br 5.209 0.023 0.110
C 2.790 1.461 -0.458
N 2.322 1.986 -1.346
H 0.061 2.481 0.723
H -1.702 2.303 1.050
H -0.499 1.447 2.066
H -3.083 -0.521 0.341
H -2.006 -1.871 0.794
H -2.306 -0.522 1.842
H -0.284 1.103 -2.303
H -0.896 -0.526 -2.339
H -1.897 0.771 -2.180
H 2.416 -2.813 -1.570
H 3.843 -2.128 -1.003
H 3.401 1.249 1.491
```

Charge ... 0
Energy relative to the best compared isomer or geometry (same formula, charge and spin) ... 0.0 kcal/mol
Frontier orbital gap ... 8.816 eV
Structure (SMILES) ... C[Si](C)(C)C1=C(N)N1[C@@H](Br)C#N



(3)
Below is an isolated molecule of C7H12BrNSi at a distorted geometry, with properties calculated with wB97M-V/def2-TZVPD.

Structure (XYZ):
```
22
C7H12BrNSi (wB97M-V/def2-TZVPD)
C -2.372 0.035 0.167
Si -0.600 -0.798 -0.168
C -0.369 -1.968 1.291
C -0.459 -1.858 -1.782
C 0.452 0.782 -0.163
C 0.193 2.062 0.111
N 1.338 2.816 0.308
C 2.492 2.056 0.221
C 2.165 0.799 -0.099
Br 3.251 -0.736 0.105
H -2.681 0.928 -0.477
H -3.171 -0.660 0.311
H -2.243 0.567 1.092
H -1.300 -2.602 1.386
H 0.507 -2.629 0.995
H -0.030 -1.530 2.220
H -0.569 -1.244 -2.626
H 0.534 -2.289 -1.853
H -1.185 -2.539 -1.800
H -0.679 2.566 -0.184
H 1.303 3.709 0.659
H 3.424 2.531 0.286
```

Charge ... 0
Energy relative to the best compared isomer or geometry (same formula, charge and spin) ... 24.7 kcal/mol
Frontier orbital gap ... 9.332 eV
Structure (SMILES) ... C[Si](C)(C)c1c[nH]cc1Br



(4)
Below is a cluster of 2 separate species, C7H12Cl2Si in total at a distorted geometry, with properties calculated with wB97M-V/def2-TZVPD.

Structure (XYZ):
```
22
C7H12Cl2Si (wB97M-V/def2-TZVPD)
C 1.431 1.433 -0.377
C 1.700 2.588 -0.923
C 0.817 0.402 0.305
C 2.218 0.189 0.008
C -0.652 -1.945 1.411
C -1.159 -1.428 -1.588
C -1.931 0.930 0.227
Si -0.787 -0.608 0.131
Cl 3.405 0.539 1.194
Cl 2.493 -1.254 -1.031
H 2.501 2.750 -1.635
H 1.106 3.455 -0.821
H 0.905 0.685 2.894
H 0.300 -2.303 1.661
H -0.901 -1.464 2.396
H -1.284 -2.833 1.412
H -2.084 -1.293 -2.172
H -0.292 -1.116 -2.098
H -1.155 -2.500 -1.601
H -2.871 0.543 -0.245
H -2.191 1.487 1.197
H -1.570 1.744 -0.344
```

Charge ... 0
Energy relative to the best compared isomer or geometry (same formula, charge and spin) ... 111.9 kcal/mol
Frontier orbital gap (alpha / beta) ... 7.606 / 8.186 eV



(5)
Below is a structure of composition C7H12ClN at a distorted geometry, with properties calculated with wB97M-V/def2-TZVPD.

Structure (XYZ):
```
21
C7H12ClN (wB97M-V/def2-TZVPD)
C 1.497 -0.408 -0.524
C 0.136 0.340 1.546
C 1.680 0.621 1.498
C -0.289 -0.372 0.288
C 1.666 -1.013 -1.842
C -2.650 0.458 -0.112
C -1.225 0.342 -0.656
N 2.252 0.143 0.280
Cl -0.732 -2.071 0.526
H -0.084 -0.252 2.432
H -0.390 1.291 1.621
H 1.885 1.691 1.576
H 2.196 0.122 2.321
H 1.834 -0.231 -2.582
H 0.777 -1.577 -2.115
H 2.529 -1.675 -1.845
H -3.075 -0.534 0.018
H -3.261 1.010 -0.821
H -2.671 0.973 0.846
H -0.816 1.339 -0.849
H -1.260 -0.196 -1.607
```

Charge ... 0
Energy relative to the best compared isomer or geometry (same formula, charge and spin) ... 19.6 kcal/mol
Frontier orbital gap ... 9.408 eV



(6)
Below is an isolated molecule of C7H12ClN2O10P3S, with properties calculated with wB97M-V/def2-TZVPD.

Structure (XYZ):
```
36
C7H12ClN2O10P3S (wB97M-V/def2-TZVPD)
N 0.324 -0.452 4.728
C 0.316 -0.607 3.590
O 0.217 -0.801 2.314
C 1.297 -0.304 1.472
P 2.956 -1.300 1.707
O 2.350 -2.625 2.467
Cl 3.696 -0.353 3.312
O 1.568 1.021 1.756
S 0.372 2.179 1.722
O 1.119 3.393 1.751
O -0.038 1.924 0.141
C -1.153 1.033 -0.020
P -2.213 1.931 -1.236
N -3.018 3.078 -0.566
C -0.703 -0.427 -0.241
C -1.080 -1.070 -1.593
C -2.412 -1.804 -1.696
O -2.627 -2.586 -2.574
O -3.388 -1.510 -0.802
C 0.809 -0.631 0.043
P 2.003 0.073 -1.189
O 3.101 0.870 -0.645
O 2.459 -1.229 -2.001
O 1.064 0.815 -2.240
H 1.726 -3.114 1.918
H -1.763 1.087 0.892
H -2.986 0.888 -1.772
H -1.301 2.238 -2.259
H -2.798 4.002 -0.911
H -1.196 -1.026 0.527
H -0.354 -1.845 -1.847
H -1.029 -0.356 -2.412
H -3.077 -0.950 -0.084
H 0.930 -1.715 -0.064
H 3.345 -1.479 -1.709
H 1.483 1.651 -2.478
```

Charge ... 0
Frontier orbital gap ... 9.334 eV



(7)
Below is a structure of composition C7H12I3NO2Si2 at a distorted geometry, with properties calculated with wB97M-V/def2-TZVPD.

Structure (XYZ):
```
27
C7H12I3NO2Si2 (wB97M-V/def2-TZVPD)
C 3.539 -1.171 0.064
C 3.233 -0.792 -1.352
I 4.967 -0.748 -2.579
C 2.023 -0.535 -1.829
I 1.677 -0.057 -3.856
Si 0.507 -0.588 -0.740
C -0.702 -1.964 -1.203
C -1.153 -2.582 0.073
O -2.109 -2.265 0.715
I 0.193 -4.156 0.761
O -0.257 0.883 -0.828
Si 0.358 2.112 0.149
H 3.178 -2.167 0.267
H 3.092 -0.493 0.768
H 4.603 -1.132 0.219
H 0.929 -0.826 0.646
H -0.245 -2.731 -1.806
H -1.557 -1.520 -1.688
H -0.725 2.613 0.993
H 0.874 3.199 -0.702
H 1.452 1.624 1.017
C -4.258 1.815 1.877
C -3.442 3.007 1.706
N -2.786 3.933 1.573
H -5.267 2.005 1.518
H -3.827 0.991 1.312
H -4.298 1.544 2.929
```

Charge ... 0
Frontier orbital gap ... 9.045 eV



(8)
Below is the ion C7H12N with charge +1 at a distorted geometry, with properties calculated with wB97M-V/def2-TZVPD.

Structure (XYZ):
```
20
C7H12N (wB97M-V/def2-TZVPD)
C -1.783 0.960 0.680
N -1.097 -0.206 0.224
C -1.723 -0.845 -0.989
C 0.328 0.108 0.151
C 1.115 0.471 1.139
C 2.464 0.464 0.688
C 2.509 -0.148 -0.524
C 1.172 -0.527 -0.913
H -2.175 1.672 -0.027
H -2.610 0.638 1.334
H -1.068 1.418 1.330
H -0.984 -0.836 1.065
H -1.393 -0.179 -1.801
H -1.421 -1.915 -0.990
H -2.797 -0.772 -0.704
H 0.837 0.815 2.095
H 3.310 0.696 1.351
H 3.479 -0.164 -1.115
H 0.863 -0.012 -1.955
H 0.974 -1.640 -1.040
```

Charge ... +1
Energy relative to the best compared isomer or geometry (same formula, charge and spin) ... 54.5 kcal/mol
Frontier orbital gap ... 9.331 eV
Structure (SMILES) ... C[NH+](C)C1=CC=CC1



(9)
Below is the ion C7H12N with charge +1 at a distorted geometry, with properties calculated with wB97M-V/def2-TZVPD.

Structure (XYZ):
```
20
C7H12N (wB97M-V/def2-TZVPD)
C 2.506 -0.492 -0.016
C 1.093 -0.146 0.030
C 0.788 1.311 0.119
C -0.723 1.320 -0.187
N -1.036 -0.118 0.009
C -2.441 -0.467 0.105
C 0.027 -0.867 -0.733
C 0.018 -0.886 0.713
H 2.615 -1.566 0.029
H 2.981 0.045 0.778
H 2.874 -0.112 -0.924
H 1.397 1.929 -0.572
H 0.888 1.401 1.236
H -1.494 2.036 0.375
H -0.833 1.486 -1.262
H -2.643 -1.601 0.005
H -2.655 -0.066 1.075
H -3.002 -0.162 -0.729
H -0.170 -1.465 -1.532
H -0.190 -1.581 1.480
```

Charge ... +1
Energy relative to the best compared isomer or geometry (same formula, charge and spin) ... 70.5 kcal/mol
Frontier orbital gap ... 12.756 eV
Structure (SMILES) ... C[C@@]12CC[N@@+]3(C)[C@@H]1[C@@H]23



(10)
Below is the ion C7H12N with charge +1 at a distorted geometry, with properties calculated with wB97M-V/def2-TZVPD.

Structure (XYZ):
```
20
C7H12N (wB97M-V/def2-TZVPD)
C 2.622 1.384 -0.232
C 1.897 0.322 -0.033
C 2.032 -1.145 0.179
C 0.656 -0.494 -0.046
C -0.571 -0.818 -1.227
C -1.496 -0.504 0.029
C -1.874 0.990 0.105
N -0.366 -0.654 0.981
H 2.213 2.316 -0.538
H 3.670 1.199 0.034
H 2.341 -1.441 -0.837
H 2.153 -1.885 0.907
H -0.567 -1.810 -1.552
H -0.534 -0.092 -1.993
H -2.321 -1.239 0.224
H -2.776 1.253 -0.403
H -0.916 1.524 -0.095
H -2.053 1.314 1.174
H -0.222 0.005 1.736
H -0.231 -1.501 1.499
```

Charge ... +1
Energy relative to the best compared isomer or geometry (same formula, charge and spin) ... 89.1 kcal/mol
Frontier orbital gap ... 11.039 eV
Structure (SMILES) ... C=C1C[C@]12C[C@H](C)[NH2+]2



- Which value of charge does entry 8 give?
  +1



- Number 4 is which compound?
  C7H12Cl2Si



Copy entry 6 word for word.
Below is an isolated molecule of C7H12ClN2O10P3S, with properties calculated with wB97M-V/def2-TZVPD.

Structure (XYZ):
```
36
C7H12ClN2O10P3S (wB97M-V/def2-TZVPD)
N 0.324 -0.452 4.728
C 0.316 -0.607 3.590
O 0.217 -0.801 2.314
C 1.297 -0.304 1.472
P 2.956 -1.300 1.707
O 2.350 -2.625 2.467
Cl 3.696 -0.353 3.312
O 1.568 1.021 1.756
S 0.372 2.179 1.722
O 1.119 3.393 1.751
O -0.038 1.924 0.141
C -1.153 1.033 -0.020
P -2.213 1.931 -1.236
N -3.018 3.078 -0.566
C -0.703 -0.427 -0.241
C -1.080 -1.070 -1.593
C -2.412 -1.804 -1.696
O -2.627 -2.586 -2.574
O -3.388 -1.510 -0.802
C 0.809 -0.631 0.043
P 2.003 0.073 -1.189
O 3.101 0.870 -0.645
O 2.459 -1.229 -2.001
O 1.064 0.815 -2.240
H 1.726 -3.114 1.918
H -1.763 1.087 0.892
H -2.986 0.888 -1.772
H -1.301 2.238 -2.259
H -2.798 4.002 -0.911
H -1.196 -1.026 0.527
H -0.354 -1.845 -1.847
H -1.029 -0.356 -2.412
H -3.077 -0.950 -0.084
H 0.930 -1.715 -0.064
H 3.345 -1.479 -1.709
H 1.483 1.651 -2.478
```

Charge ... 0
Frontier orbital gap ... 9.334 eV



- Which value of charge does entry 8 give?
  +1